Density functional theory data (ωB97M-V/def2-TZVPD) for a structure of composition C20H45AuN2P3S2.

Output
energy above the lowest of the compared OMol25 structures with the same formula, charge and spin = 2.516 eV
multiplicity = 3
HOMO-LUMO gap (alpha / beta) = 6.86 / 4.17 eV
E = -2853.59033 Eh
total charge = +3

Each line ends with the Löwdin charge.
Element x y z (Å)
Au1 -0.757 0.529 -0.195  0.508
P1 0.234 -2.240 -1.267  0.904
P2 1.325 1.104 -1.222  0.689
P3 -2.251 -1.063 0.728  0.684
H1 -3.572 3.881 -0.504  0.131
C1 -3.128 3.076 0.106  -0.150
C2 -2.679 3.586 1.446  -0.350
H2 -3.545 3.813 2.097  0.116
C3 -0.536 -2.669 -2.889  -0.214
C4 1.950 -2.741 -1.681  -0.232
C5 -0.197 -3.774 -0.346  -0.231
C6 1.727 2.806 -0.704  -0.245
C7 2.926 0.296 -0.899  -0.269
C8 1.316 1.190 -3.043  -0.235
C9 -3.342 0.020 1.689  -0.274
C10 -1.833 -2.304 2.014  -0.238
C11 -3.421 -1.798 -0.469  -0.241
H3 -3.811 2.217 0.117  0.091
H4 -2.043 2.874 1.997  0.096
H5 -0.168 -3.656 -3.194  0.081
H6 -0.248 -1.906 -3.618  0.048
H7 -1.625 -2.669 -2.796  0.044
H8 1.938 -3.807 -1.938  0.076
H9 2.605 -2.579 -0.820  0.036
H10 2.323 -2.167 -2.533  0.053
H11 0.252 -4.625 -0.870  0.078
H12 -1.280 -3.899 -0.278  0.038
H13 0.210 -3.721 0.665  0.029
H14 2.801 3.002 -0.830  0.069
H15 1.454 2.918 0.352  0.051
H16 1.155 3.527 -1.299  0.018
H17 3.235 -0.353 -1.727  0.045
H18 2.863 -0.276 0.040  -0.051
H19 3.706 1.062 -0.785  0.070
H20 2.258 1.621 -3.420  0.083
H21 0.471 1.791 -3.396  0.027
H22 1.207 0.184 -3.466  0.034
H23 -4.199 -0.585 1.996  0.073
H24 -3.702 0.885 1.135  0.001
H25 -2.762 0.340 2.561  0.058
H26 -2.368 -3.259 1.894  0.082
H27 -2.087 -1.908 3.011  0.070
H28 -0.755 -2.500 2.008  -0.029
H29 -4.416 -1.830 -0.002  0.068
H30 -3.158 -2.817 -0.780  0.041
H31 -3.460 -1.159 -1.360  0.051
C12 -1.004 4.826 -0.302  -0.428
C13 -1.376 3.639 -0.916  -0.232
C14 -1.274 3.487 -2.284  -0.096
C15 -0.734 4.509 -3.056  -0.038
C16 -0.231 5.650 -2.456  -0.026
C17 -0.298 5.787 -1.065  -0.040
S1 -1.764 5.212 1.301  1.240
H32 -0.710 5.079 2.124  0.027
H33 -2.072 2.712 -0.399  0.008
H34 -1.638 2.588 -2.772  0.121
H35 -0.725 4.399 -4.129  0.130
H36 0.191 6.437 -3.081  0.137
H37 0.214 6.615 -0.558  0.137
C18 1.486 -4.337 3.878  -0.065
N1 1.135 -3.090 3.196  -0.094
C19 2.090 -2.259 2.641  -0.841
S2 1.707 -0.667 2.258  0.597
N2 3.292 -2.821 2.421  -0.025
C20 4.423 -2.097 1.881  -0.082
H38 1.738 -5.129 3.158  0.093
H39 0.608 -4.674 4.451  0.104
H40 2.319 -4.211 4.587  0.104
H41 0.397 -2.556 3.668  0.106
H42 3.420 -3.789 2.685  0.130
H43 4.522 -2.221 0.796  0.080
H44 4.328 -1.029 2.109  0.062
H45 5.340 -2.475 2.342  0.104